1.
C22H51BF8GaO8 as an isolated structure. Source: the Open Molecules 2025 dataset; level of theory: wB97M-V/def2-TZVPD.

Last column: Löwdin charge in e.
Positions of all 91 atoms, in Å:
C 1.75762 2.05132 1.34894  -0.1271
O 1.25427 1.53885 2.59833  -0.2336
C 0.08302 0.70356 2.36900  -0.2220
C -1.12998 1.62413 2.02618  -0.2510
C -2.50199 0.86125 1.79741  -0.2936
Ga -2.33682 -0.89775 0.72523  0.4370
C -0.91097 -0.78605 -0.77751  -0.2491
C -1.35637 -1.76756 -1.89879  -0.2822
O -0.72236 -1.40746 -3.16624  -0.1415
C -0.28281 -2.50855 -3.89709  -0.1480
C -1.27826 -2.95504 -5.02578  -0.3809
F -1.45016 -2.00315 -5.97516  0.1242
F -2.50935 -3.07998 -4.42409  0.0967
C -0.97610 -4.36949 -5.61912  -0.3358
F -0.96485 -5.23122 -4.57093  0.1378
F -2.06582 -4.72479 -6.34827  0.1355
C 0.32850 -4.48936 -6.46748  -0.3588
F 0.72951 -3.33902 -7.03033  0.1511
F 0.04664 -5.33833 -7.49724  0.1217
C 1.56104 -5.11156 -5.75077  -0.2857
F 1.37465 -6.41433 -5.42547  0.0934
F 1.99450 -4.37795 -4.69853  0.0949
B -1.90682 -2.45791 2.07501  -0.5152
C -2.99934 -3.62955 2.25776  -0.1058
O -0.67783 -2.52914 2.79857  -0.0080
H 1.13362 1.71000 0.47924  0.0642
H 2.83672 1.82736 1.20987  0.0808
H 1.67204 3.15969 1.42502  0.0814
H -0.09248 0.08415 3.27473  0.1195
H 0.35967 -0.00381 1.55893  0.0958
H -0.94709 2.24880 1.12342  0.0955
H -1.26710 2.29910 2.90728  0.0982
H -3.16511 1.53052 1.19008  0.0245
H -3.04051 0.70869 2.76514  0.0335
H -3.73475 -1.26417 0.01141  -0.0437
H -0.80421 0.23674 -1.18701  0.0539
H 0.04626 -1.14262 -0.33673  0.0437
H -2.45321 -1.61745 -2.05269  0.0785
H -1.23612 -2.83983 -1.62707  0.1180
H 0.64430 -2.19301 -4.44001  0.1328
H 0.01642 -3.37856 -3.27065  0.1347
H 2.39442 -5.11191 -6.48531  0.1753
H -3.14804 -4.07151 1.24686  0.0349
H -2.66703 -4.41890 2.97902  0.0415
H -3.92995 -3.15041 2.62791  0.0593
H -0.63025 -3.43736 3.13440  0.0580
C 3.39686 0.29382 -2.53669  -0.0827
C 1.89831 0.11014 -2.36795  -0.3114
O 1.37724 1.07590 -1.46307  -0.1142
H 3.90356 0.20175 -1.57390  0.0756
H 3.80789 -0.45003 -3.22396  0.0676
H 3.62418 1.29162 -2.92419  0.0634
H 1.67678 -0.87496 -1.96225  0.1042
H 1.38412 0.21014 -3.32954  0.1077
H 1.56855 1.94411 -1.83354  0.0479
C -5.08001 -4.19987 -2.43578  -0.0901
C -4.70035 -5.10200 -1.27806  -0.3215
O -5.41387 -4.73624 -0.10218  -0.0916
H -4.86868 -3.15740 -2.19107  0.0723
H -4.52881 -4.46839 -3.33950  0.0616
H -6.15203 -4.27055 -2.64436  0.0684
H -3.63590 -5.01127 -1.05970  0.1041
H -4.91740 -6.15109 -1.51261  0.1026
H -6.35323 -4.82389 -0.28640  0.0738
C 3.96453 4.54048 5.33719  -0.1012
C 2.85212 4.38334 4.31643  -0.3107
O 3.35295 3.82594 3.10657  -0.0977
H 4.75714 5.18219 4.94460  0.0689
H 3.58615 4.97423 6.26442  0.0539
H 4.41952 3.57188 5.56358  0.0719
H 2.41411 5.35303 4.07657  0.1145
H 2.06237 3.73405 4.70224  0.0996
H 3.72749 2.96501 3.31535  0.0781
C 1.22324 5.17694 -4.17166  -0.0912
C 1.63107 4.28981 -3.01066  -0.3286
O 0.93704 4.66007 -1.82690  -0.0714
H 1.43131 6.22339 -3.94197  0.0746
H 1.75936 4.90257 -5.08281  0.0722
H 0.14973 5.09675 -4.35993  0.0744
H 2.69883 4.38738 -2.81135  0.1175
H 1.41513 3.23850 -3.23388  0.0956
H -0.00559 4.56362 -1.99663  0.0880
C 2.00166 4.32452 9.48987  -0.0971
C 0.90152 4.16011 8.45721  -0.3169
O 1.41776 3.59946 7.25630  -0.0852
H 2.79552 4.96602 9.10282  0.0700
H 1.61248 4.76296 10.41144  0.0699
H 2.45637 3.35905 9.72677  0.0712
H 0.46467 5.12723 8.20778  0.1122
H 0.10659 3.51034 8.83837  0.1077
H 1.79402 2.74110 7.47390  0.0878

Properties
* LUMO: 2.36 eV
* HOMO: -3.7165 eV
* orbital gap: 0.223 Eh
* calculated total energy: -114811.3749 eV
* total charge: -1

=====

2.
A 3-piece molecular cluster, C22H51BrN3O7 overall. Source: the Open Molecules 2025 dataset; level of theory: wB97M-V/def2-TZVPD.

Last column: Löwdin charge in e.
Positions of all 84 atoms, in Å:
C 7.56192 -2.92745 0.72103  -0.0638
C 6.73322 -2.51652 -0.63247  -0.3352
O 7.29042 -3.12192 -1.88494  -0.1102
C 6.57654 -0.90394 -0.88741  -0.1183
O 5.13877 -0.61276 -0.99251  -0.1647
C 4.67036 0.29504 0.06787  -0.2529
C 3.00782 0.36071 -0.10269  -0.0280
N 2.39679 -0.95473 0.42468  -0.1446
C 0.88614 -0.95546 0.43545  -0.1705
C 0.16728 -1.05175 -1.03076  -0.6471
C -1.03900 -2.19938 -0.87196  -0.1632
Br 1.33347 -1.68324 -2.52477  0.6707
C 2.82242 -1.00146 1.90790  -0.0752
C 4.43838 -1.29739 1.90274  -0.1287
O 5.09829 -0.06827 1.43015  -0.1254
H 7.75818 -4.10390 0.68554  0.1068
H 8.62661 -2.42645 0.76802  0.1010
H 7.00370 -2.72408 1.72925  0.0743
H 5.63158 -2.96318 -0.54503  0.1386
H 6.63427 -2.79359 -2.59437  0.1200
H 7.17168 -0.22154 -0.14640  0.1511
H 7.03452 -0.69440 -1.96974  0.1561
H 5.12910 1.37764 -0.13944  0.1988
H 2.58384 1.29432 0.49485  0.1730
H 2.82654 0.50668 -1.25524  0.1343
H 2.83884 -1.80470 -0.00600  0.1666
H 0.45994 0.03120 0.95481  0.1669
H 0.55086 -1.90030 1.08184  0.1517
H -0.33459 -0.03028 -1.38282  0.1156
H -1.87487 -1.85756 -0.09465  0.0899
H -1.51252 -2.50868 -1.89663  0.0852
H -0.58077 -3.20076 -0.41091  0.0967
H 2.22899 -1.82846 2.51107  0.1640
H 2.66187 0.07446 2.33930  0.1631
H 4.74108 -2.27282 1.32575  0.1228
H 4.76667 -1.47533 3.03398  0.1655
C -4.49747 -3.31011 3.83232  -0.1118
O -4.91416 -2.03232 4.29664  -0.1980
C -4.68036 -1.82832 5.69586  -0.1957
C -3.53978 -0.82036 5.91785  -0.1998
N -2.24147 -1.39339 5.54091  -0.0547
C -1.16305 -0.40033 5.44203  -0.1942
C -1.32829 0.74044 4.41742  -0.2107
O -1.27355 0.31357 3.05491  -0.2147
C -2.49797 -0.20092 2.54851  -0.0937
H -4.90157 -3.45476 2.82664  0.0907
H -3.40898 -3.36575 3.76894  0.0670
H -4.87508 -4.11044 4.47610  0.0913
H -4.50025 -2.76870 6.22718  0.1224
H -5.60131 -1.39407 6.10100  0.1232
H -3.50846 -0.53716 6.97693  0.1256
H -3.77192 0.07186 5.33241  0.0971
H -2.33078 -1.85020 4.63771  0.0610
H -0.25579 -0.95742 5.18130  0.1101
H -0.99174 0.03125 6.43580  0.1204
H -0.47299 1.41398 4.54758  0.1186
H -2.21698 1.35305 4.60129  0.1134
H -3.37166 0.29781 2.97519  0.0965
H -2.54475 -1.27670 2.71543  0.0660
H -2.50855 -0.04363 1.46457  0.0783
C -1.51426 5.63480 -5.20809  -0.1117
O -2.80348 5.08018 -5.43676  -0.1975
C -2.84060 4.15003 -6.52650  -0.1974
C -3.02376 2.71221 -6.01142  -0.2010
N -1.81478 2.23224 -5.33021  -0.0537
C -2.02051 0.99799 -4.55999  -0.1955
C -3.05233 1.02944 -3.41419  -0.2164
O -2.66801 1.84404 -2.30496  -0.2019
C -2.93842 3.22976 -2.46933  -0.0927
H -1.62315 6.47398 -4.51559  0.0917
H -0.85078 4.90109 -4.74615  0.0682
H -1.07031 6.00685 -6.13655  0.0898
H -1.96473 4.23955 -7.17757  0.1213
H -3.72124 4.41180 -7.12384  0.1223
H -3.24055 2.04963 -6.85807  0.1242
H -3.88942 2.71006 -5.34561  0.0973
H -1.48813 2.95050 -4.69002  0.0627
H -1.04668 0.73969 -4.12828  0.1033
H -2.27998 0.19014 -5.25515  0.1193
H -3.12184 0.00950 -3.01795  0.1111
H -4.06125 1.28262 -3.75604  0.1123
H -3.84536 3.41479 -3.05014  0.0931
H -2.07932 3.72337 -2.92282  0.0667
H -3.07256 3.66862 -1.47476  0.0913

Properties
* LUMO: -2.47 eV
* HOMO: -10.5736 eV
* orbital gap: 0.298 Eh
* calculated total energy: -112472.2316 eV
* total charge: +1

=====

3.
C22H51N5PSm as an isolated structure. Source: the Open Molecules 2025 dataset; level of theory: wB97M-V/def2-TZVPD.

Last column: Löwdin charge in e.
Positions of all 80 atoms, in Å:
Sm 0.12197 -0.53136 -0.95619  1.5600
C -2.89699 0.85086 -2.98906  -0.1429
C -3.00700 -0.65383 -2.71472  -0.2015
N -2.33811 -1.16511 -1.49557  -0.1380
C -2.61328 -2.61577 -1.37476  -0.1880
C -1.76715 -3.28388 -0.29670  -0.1601
N -0.32341 -2.95458 -0.38609  -0.1699
C 0.51197 -3.90521 -1.16281  -0.1886
C 0.31965 -3.93185 -2.68466  -0.1448
C 0.19098 -2.62393 -3.47108  -0.2136
N 1.16115 -1.55462 -3.12616  -0.1582
C 1.17642 -0.50272 -4.18205  -0.1787
C -0.09554 0.34860 -4.20676  -0.1733
N -0.30508 0.95808 -2.87690  -0.1799
C -1.61902 1.62880 -2.64533  -0.1960
H -3.68971 1.36866 -2.44714  0.1269
H -3.12403 0.97769 -4.04858  0.1250
H -2.60086 -1.21368 -3.55886  0.1004
H -4.07300 -0.89648 -2.68105  0.1360
H -2.76999 -0.70438 -0.69438  0.1202
H -2.42776 -3.08150 -2.34312  0.1117
H -3.66574 -2.79539 -1.13994  0.1414
H -1.92397 -4.36450 -0.35341  0.1377
H -2.11389 -2.94525 0.68107  0.1302
H 0.01765 -3.04365 0.56806  0.0979
H 0.33593 -4.92499 -0.80958  0.1330
H 1.55232 -3.66193 -0.92965  0.1198
H -0.56699 -4.52024 -2.92884  0.1233
H 1.16783 -4.49719 -3.07670  0.1293
H -0.80857 -2.20619 -3.33998  0.0705
H 0.29889 -2.88628 -4.52807  0.1395
H 2.08577 -1.97786 -3.14772  0.1301
H 1.31132 -0.94919 -5.17129  0.1340
H 2.03578 0.14503 -3.99355  0.1287
H -0.96043 -0.25875 -4.46505  0.1077
H 0.01360 1.10534 -4.98718  0.1434
H 0.37997 1.70971 -2.80533  0.1178
H -1.66180 2.55923 -3.21589  0.1345
H -1.63955 1.89256 -1.58488  0.0896
C 2.70164 1.41828 0.22948  -0.0819
C 1.69942 2.26052 1.03780  -0.5896
C 1.00132 3.18564 0.02685  -0.0845
C 2.48120 3.08804 2.05703  -0.0567
P 0.36824 1.10148 1.81142  0.8599
N -0.61686 0.57271 0.71473  -0.4427
C -0.63007 2.05031 3.12283  -0.5973
C -1.93848 1.27331 3.34661  -0.0911
C -1.03275 3.39954 2.50725  -0.0860
C 0.06399 2.30203 4.46130  -0.0687
C 1.32961 -0.34755 2.67935  -0.5669
C 0.21994 -1.14644 3.38595  -0.0908
C 2.01379 -1.30021 1.66353  -0.0908
C 2.39802 0.05867 3.69467  -0.0641
H 3.34867 2.08619 -0.34129  0.1037
H 2.20730 0.76189 -0.51248  0.0248
H 3.34258 0.80845 0.86144  0.0735
H 1.74475 3.66212 -0.61715  0.0985
H 0.44066 3.97831 0.51071  0.0704
H 0.30259 2.61394 -0.59018  0.0331
H 3.26734 3.64684 1.54334  0.1035
H 2.95437 2.46731 2.81561  0.0679
H 1.84329 3.81225 2.55881  0.0733
H -2.39205 1.00870 2.39191  0.0630
H -2.63575 1.91118 3.89216  0.0965
H -1.80347 0.36839 3.93404  0.0628
H -1.47292 3.26734 1.51747  0.0809
H -0.20117 4.09954 2.45458  0.0670
H -1.79068 3.85621 3.14556  0.0980
H 0.20286 1.38720 5.03601  0.0711
H -0.57338 2.95893 5.05679  0.1018
H 1.02715 2.79908 4.34489  0.0718
H -0.63123 -1.30454 2.71896  0.0667
H -0.12746 -0.62448 4.27442  0.0688
H 0.59757 -2.11719 3.71604  0.0955
H 1.54331 -1.28271 0.67415  -0.0213
H 1.96056 -2.32463 2.03767  0.0974
H 3.06793 -1.07071 1.53060  0.0835
H 2.02408 0.75876 4.43629  0.0645
H 3.27282 0.49830 3.21540  0.0734
H 2.73188 -0.83724 4.22533  0.1059

Properties
* LUMO (alpha / beta): -5.72 / -5.08 eV
* multiplicity: 6
* HOMO (alpha / beta): -13.9504 / -13.9704 eV
* orbital gap (alpha / beta): 0.303 / 0.327 Eh
* <S²>: 8.767
* calculated total energy: -58273.4047 eV
* total charge: +2

=====

Among the records above, which one has the highest total charge? C22H51N5PSm